# 1
C5H7IN2 in the gas phase in a non-equilibrium geometry, computed with wB97M-V/def2-TZVPD.

Values from the calculation:
DFT total energy = -16371.4688 eV
HOMO = -0.3073 Eh
energy relative to the best compared isomer or geometry (same formula, charge and spin) = 175.4 kcal per mole
Kohn-Sham gap = 0.2796 Eh

Geometry as ORCA input:
```
! RIJCOSX wB97M-V def2-TZVPD def2/J DEFGRID3
* xyz 0 1
C 0.14782 -2.71506 -0.23296
C -1.07434 -0.65276 0.05930
C 0.16164 0.09324 0.27601
C 0.26661 1.32130 1.22562
C 0.21456 0.63470 -1.18344
N 1.08217 -1.99081 0.05261
N 1.38923 -0.82025 0.20986
I -2.96121 0.27947 0.09481
H -0.46485 -3.32119 0.40291
H -0.18807 1.01854 2.10093
H -0.46361 2.02405 0.82781
H 1.23646 1.58692 1.16881
H -0.18377 1.72331 -1.35413
H -0.30070 0.12291 -1.99477
H 1.13806 0.69563 -1.65337
*
```



# 2
C6H8ClNO3 in the gas phase in a non-equilibrium geometry, computed with wB97M-V/def2-TZVPD.

Values from the calculation:
DFT total energy = -26503.2128 eV
HOMO (spin up / spin down) = -0.3353 / -0.3353 Eh
energy relative to the best compared isomer or geometry (same formula, charge and spin) = 49.0 kcal per mole
Kohn-Sham gap (spin up / spin down) = 0.3133 / 0.3133 Eh

Geometry as ORCA input:
```
! RIJCOSX wB97M-V def2-TZVPD def2/J DEFGRID3
* xyz 0 1
C -1.01072 -0.81522 2.15942
C -0.31232 0.27331 2.40547
C -0.77080 1.19188 3.44903
C 0.39678 -1.26994 0.36379
C -0.28850 0.05764 -1.72518
C 0.52366 -1.11402 -1.08843
N 0.66230 0.71077 1.57897
O -1.45595 0.85136 4.37978
O -0.19685 2.42564 3.33582
O -0.79883 -1.37821 0.88063
Cl 1.72019 -2.13408 1.04297
H -1.85865 -0.94967 2.64765
H -1.31550 0.00456 -1.29478
H -0.31992 0.14899 -2.76441
H 0.11777 0.97311 -1.39974
H 1.73111 -1.03299 -1.37797
H 0.30838 -2.09431 -1.47271
H 0.41809 2.34824 2.54740
H 1.60489 0.52042 1.86374
*
```



# 3
A molecular structure, C20H17N6O2SZn, computed with wB97M-V/def2-TZVPD.

Values from the calculation:
DFT total energy = -93309.3548 eV
HOMO = -0.1566 Eh
Kohn-Sham gap = 0.2597 Eh

Geometry as ORCA input:
```
! RIJCOSX wB97M-V def2-TZVPD def2/J DEFGRID3
* xyz -1 1
Zn 0.04113 -0.03165 0.30837
N -3.38991 -2.54141 1.18992
C -2.53960 -1.46729 0.99750
S -1.28578 -1.23249 2.17892
N -2.84489 -0.71547 -0.02795
N -1.96254 0.33629 -0.17090
C -2.37306 1.38672 -0.76026
C -1.54827 2.57829 -0.95468
C -2.07788 3.57516 -1.77966
C -1.41906 4.76016 -2.04026
C -0.18313 4.97141 -1.42187
C 0.36174 4.01888 -0.59025
C -0.27563 2.77821 -0.33036
O 0.31980 1.92372 0.44176
H -2.99384 -3.27669 1.75113
H -3.87978 -2.83499 0.35948
H -3.40022 1.40772 -1.13264
H -3.04564 3.38890 -2.23652
H -1.85371 5.50621 -2.69252
H 0.35429 5.89786 -1.59422
H 1.31952 4.17835 -0.10962
O 1.68376 -3.56765 -1.04826
C 1.29096 -2.53375 -0.48389
N 0.33318 -1.69689 -0.82926
C -0.29235 -1.88860 -2.10161
C -0.41030 -0.59220 -2.86616
C -1.21808 -0.53414 -4.00188
C -1.32300 0.65482 -4.69338
C -0.62448 1.76488 -4.23326
C 0.14271 1.61755 -3.09172
N 0.25777 0.46860 -2.42321
C 2.03542 -2.10771 0.77622
C 2.85645 -3.00366 1.44270
C 3.53916 -2.57210 2.56473
C 3.40338 -1.25281 2.97814
C 2.57201 -0.42148 2.25110
N 1.90229 -0.84451 1.18135
H 0.26949 -2.61208 -2.70384
H -1.30856 -2.28525 -1.98561
H -1.76440 -1.41532 -4.31684
H -1.95427 0.72408 -5.57159
H -0.69561 2.72557 -4.72489
H 0.67027 2.46635 -2.66770
H 2.93432 -4.01011 1.05771
H 4.17418 -3.25493 3.11610
H 3.92721 -0.87393 3.84510
H 2.41935 0.61576 2.52546
*
```



# 4
C19H26N2O3 in the gas phase, computed with wB97M-V/def2-TZVPD.

Values from the calculation:
DFT total energy = -29247.2536 eV
HOMO = -0.2997 Eh
energy relative to the best compared isomer or geometry (same formula, charge and spin) = 54.3 kcal per mole
Kohn-Sham gap = 0.3313 Eh
SMILES = O=C(OCc1ccccc1)N1CCC[C@H]1/C=C/CN1CCOCC1

Geometry as ORCA input:
```
! RIJCOSX wB97M-V def2-TZVPD def2/J DEFGRID3
* xyz 0 1
O 0.36305 -2.01799 -0.19547
C -0.24389 -1.43533 0.67343
O -0.06181 -1.63387 2.00374
C 0.86546 -2.66014 2.36612
C 0.15636 -3.97126 2.58280
C -0.18606 -4.39112 3.86099
C -0.86580 -5.58234 4.04727
C -1.21597 -6.35923 2.95627
C -0.88406 -5.94174 1.67819
C -0.20000 -4.75388 1.49089
N -1.17340 -0.49100 0.44739
C -2.02391 0.11927 1.44534
C -3.29901 0.42458 0.66392
C -2.76090 0.80633 -0.71353
C -1.54001 -0.11323 -0.90890
C -0.42925 0.57987 -1.64612
C 0.60543 1.17029 -1.07372
C 1.70488 1.86003 -1.81809
N 1.92890 3.18371 -1.25462
C 3.15293 3.83175 -1.69284
C 3.04091 4.42004 -3.10546
O 1.95569 5.32036 -3.19558
C 0.74186 4.68992 -2.84285
C 0.81090 4.09711 -1.42898
H 1.60971 -2.75463 1.56775
H 1.34010 -2.31216 3.28666
H 0.08376 -3.78381 4.71322
H -1.12393 -5.90392 5.04584
H -1.74696 -7.28861 3.10212
H -1.15625 -6.54517 0.82460
H 0.06027 -4.42175 0.49670
H -1.56556 1.04130 1.82370
H -2.17706 -0.56416 2.28089
H -3.91388 -0.47327 0.59244
H -3.88707 1.21879 1.11873
H -2.43102 1.84645 -0.70914
H -3.49676 0.67861 -1.50423
H -1.81344 -1.02035 -1.46423
H -0.53460 0.57865 -2.72290
H 0.71587 1.17726 0.00113
H 2.62998 1.29139 -1.67485
H 1.47519 1.86646 -2.89549
H 3.97690 3.11766 -1.64733
H 3.35452 4.64733 -0.99041
H 3.93264 4.99631 -3.35740
H 2.91778 3.61188 -3.84364
H -0.02718 5.46202 -2.90070
H 0.50687 3.89925 -3.57274
H -0.11599 3.56903 -1.19937
H 0.94381 4.91331 -0.71154
*
```



# 5
A molecular structure, C8H8FO18Zn in a non-equilibrium geometry, computed with wB97M-V/def2-TZVPD.

Values from the calculation:
DFT total energy = -96417.1450 eV
HOMO (spin up / spin down) = -0.0580 / -0.0535 Eh
Kohn-Sham gap (spin up / spin down) = 0.2099 / 0.1435 Eh
<S²> = 0.76

Geometry as ORCA input:
```
! RIJCOSX wB97M-V def2-TZVPD def2/J DEFGRID3
* xyz -2 2
Zn -0.52666 -0.50836 0.63189
O 3.07187 -2.51507 -0.41931
C 1.84769 -2.78727 -0.60550
O 0.87205 -1.99924 -0.39355
O 1.48175 -3.85821 -1.01603
H 3.31706 -3.43558 -0.53829
O -1.34400 -3.67634 3.19010
C -0.86757 -3.20399 2.06104
O -0.85233 -3.94889 1.11832
O -0.67351 -1.96654 1.99671
H -1.57836 -2.89220 3.69191
O -4.10941 -0.76037 -1.10886
C -3.28327 -1.78458 -0.95011
O -2.17111 -1.66243 -0.42269
O -3.58071 -2.83654 -1.46858
H -4.78328 -1.21754 -1.61728
O -2.68347 2.43799 2.79170
C -2.57451 1.66861 1.77892
O -3.42786 1.86529 0.91843
O -1.63691 0.84155 1.61012
H -3.43186 2.80853 2.31818
O -0.31824 2.08748 -2.90339
C -0.94478 1.17237 -2.12067
O -2.05758 0.85425 -2.39959
O -0.33499 0.77906 -1.13580
H 0.44766 2.16630 -2.32999
C 3.67095 1.94327 -0.98592
C 3.20321 3.14144 -0.29504
O 2.39705 2.63161 0.76209
C 2.18759 1.32233 0.61169
O 1.45084 0.68746 1.30984
O 2.90288 0.88851 -0.39582
F 2.45323 3.99390 -1.04608
H 4.75672 1.96811 -0.89332
H 3.21613 2.00399 -1.97464
H 3.90385 3.79112 0.22948
*
```



# 6
2 unconnected molecules or ions with the total composition C5H14N4O in a non-equilibrium geometry, computed with wB97M-V/def2-TZVPD.

Values from the calculation:
DFT total energy = -13416.5049 eV
HOMO = -0.3157 Eh
energy relative to the best compared isomer or geometry (same formula, charge and spin) = 94.2 kcal per mole
Kohn-Sham gap = 0.3468 Eh
SMILES = [H]/N=C(\C)CC.NNC(N)=O

Geometry as ORCA input:
```
! RIJCOSX wB97M-V def2-TZVPD def2/J DEFGRID3
* xyz 0 1
H 0.01827 -1.17545 2.75488
N 0.38057 -1.40089 1.82850
C 0.97994 -0.43620 1.27234
C 1.00199 0.99200 1.71823
C 1.18389 -0.61288 -0.38314
C 1.90136 0.45176 -1.18284
H 0.25539 1.54454 1.13780
H 0.72454 1.06364 2.77014
H 1.97998 1.44455 1.55968
H 2.07530 -0.98245 0.34704
H 0.91849 -1.59992 -0.75530
H 1.35450 1.38920 -1.12853
H 2.91732 0.63853 -0.84648
H 1.93094 0.13948 -2.22849
N -2.89472 -0.14436 0.70596
N -1.79907 -0.70192 0.00170
C -1.06860 0.12525 -0.86794
N -0.99944 -0.36181 -2.19242
O -1.01745 1.34549 -0.67516
H -3.26548 0.62147 0.13960
H -2.50658 0.27176 1.55746
H -1.93973 -1.67088 -0.24137
H -0.76447 0.33295 -2.88570
H -1.36694 -1.27387 -2.40596
*
```



# 7
2 unconnected molecules or ions with the total composition C21H28BCl4N2OP in a non-equilibrium geometry, computed with wB97M-V/def2-TZVPD.

Values from the calculation:
DFT total energy = -87317.1134 eV
HOMO = -0.2581 Eh
Kohn-Sham gap = 0.1834 Eh

Geometry as ORCA input:
```
! RIJCOSX wB97M-V def2-TZVPD def2/J DEFGRID3
* xyz 0 1
Cl 2.84514 -0.17358 2.66687
B 1.89563 1.40398 2.77406
Cl 1.98415 2.23972 4.42471
Cl 2.50734 2.62916 1.46621
O 0.47541 1.04027 2.50226
C -0.40808 1.80147 1.93439
C -1.71333 1.91637 2.56515
C -2.23545 3.19010 2.90638
C -3.43297 3.29721 3.60400
C -4.15440 2.13528 3.93324
Cl -5.67466 2.25213 4.70299
C -3.62407 0.87063 3.63600
C -2.40148 0.75585 2.99161
H -0.11828 2.54792 1.19181
H -1.67109 4.08677 2.65379
H -3.83048 4.26236 3.90099
H -4.17116 -0.02041 3.92432
H -1.94676 -0.21786 2.81756
C 4.93757 0.59831 -0.15933
C 3.95427 0.31492 -1.28747
C 3.53471 1.64654 -1.90279
C 4.63327 -0.53714 -2.35309
N 2.74162 -0.35921 -0.77550
P 1.17921 0.25551 -0.97432
H 0.57330 0.87592 0.32582
N 0.51981 -1.28920 -0.90841
C -0.86157 -1.58607 -1.32384
C -0.88482 -2.76530 -2.28885
C -1.40664 -0.36162 -2.05476
C -1.72470 -1.87851 -0.10734
C 1.42619 -2.23940 -0.40219
C 2.73019 -1.70707 -0.37648
C 3.81291 -2.50469 -0.00298
C 3.56559 -3.83015 0.38645
C 2.26411 -4.34574 0.38087
C 1.17774 -3.55581 -0.01570
H 5.21580 -0.30717 0.38183
H 5.84052 1.03459 -0.59967
H 4.49872 1.30650 0.54762
H 2.82959 1.49159 -2.72705
H 3.09290 2.29838 -1.14298
H 4.42896 2.13843 -2.30422
H 3.93310 -0.77106 -3.16522
H 5.47168 0.03564 -2.76588
H 5.02505 -1.47494 -1.95263
H -0.58090 -3.70497 -1.82379
H -1.91403 -2.88324 -2.65256
H -0.22910 -2.57484 -3.14732
H -1.47139 0.51757 -1.40177
H -0.78551 -0.11836 -2.92701
H -2.41592 -0.59212 -2.41315
H -1.75841 -1.01315 0.56662
H -2.74205 -2.08927 -0.45984
H -1.36316 -2.74760 0.45068
H 4.82976 -2.11967 -0.01023
H 4.40154 -4.45948 0.69012
H 2.08756 -5.38134 0.67789
H 0.16974 -3.96748 -0.03336
*
```



# 8
2 unconnected molecules or ions with the total composition C3H4ClF2O4S in a non-equilibrium geometry, computed with wB97M-V/def2-TZVPD.

Values from the calculation:
DFT total energy = -40157.3554 eV
HOMO (spin up / spin down) = -0.1310 / -0.1311 Eh
energy relative to the best compared isomer or geometry (same formula, charge and spin) = 65.6 kcal per mole
Kohn-Sham gap (spin up / spin down) = 0.2555 / 0.2556 Eh

Geometry as ORCA input:
```
! RIJCOSX wB97M-V def2-TZVPD def2/J DEFGRID3
* xyz -1 1
C 1.07901 -0.55973 -0.29529
C 0.14248 -0.01461 0.61110
C -2.03762 -0.86459 -0.55878
O -2.59840 0.87550 1.51112
O -2.37217 1.65182 -0.82787
O -4.39600 0.49531 -0.09387
O -1.79351 -0.99202 -1.74094
F 2.45470 -0.12545 0.04304
F 0.12386 1.36510 0.76972
S -2.98353 0.57510 0.15493
Cl -2.44786 -2.17917 0.47897
H 1.13947 -1.69140 -0.19801
H 0.92260 -0.16742 -1.34751
H 0.09052 -0.39040 1.58038
H -1.48022 1.50970 -0.92579
*
```